# 1
{
  "formula": "C35H46MoN5O5PS4Si",
  "method": "ωB97M-V/def2-TZVPD",
  "lumo_ev": [-1.50, -1.98],
  "s_squared": 2.068,
  "energy_ev": -117099.34530,
  "homo_ev": [-8.18, -8.21],
  "orbital_gap_ev": [6.68, 6.23],
  "spin_multiplicity": 3,
  "elements": ["Mo", "C", "C", "C", "C", "O", "Si", "S", "O", "C", "C", "C", "C", "O", "C", "C", "C", "C", "H", "H", "H", "H", "H", "H", "H", "H", "H", "H", "H", "H", "H", "H", "H", "H", "H", "H", "H", "H", "H", "H", "H", "H", "H", "H", "H", "O", "S", "N", "C", "C", "O", "C", "C", "C", "C", "C", "C", "H", "H", "H", "H", "H", "H", "H", "H", "N", "C", "N", "C", "N", "S", "P", "S", "C", "C", "C", "C", "C", "C", "C", "C", "C", "C", "C", "C", "H", "H", "H", "H", "H", "H", "H", "H", "H", "H", "N", "C", "H"],
  "xyz": [[-0.087, 0.779, 0.418], [0.684, -3.946, 0.622], [1.373, -3.605, -0.690], [0.500, -4.007, -1.872], [2.733, -4.282, -0.775], [1.551, -2.175, -0.653], [2.227, -1.130, -1.711], [1.818, 0.837, -1.018], [1.558, -1.303, -3.183], [2.030, -1.213, -4.535], [2.658, 0.160, -4.746], [3.039, -2.317, -4.818], [0.795, -1.388, -5.400], [3.835, -1.308, -1.872], [4.989, -1.017, -1.071], [4.627, -0.976, 0.410], [5.983, -2.133, -1.340], [5.540, 0.321, -1.533], [0.387, -4.996, 0.638], [-0.209, -3.326, 0.762], [1.356, -3.764, 1.466], [0.188, -5.047, -1.757], [1.040, -3.909, -2.817], [-0.388, -3.374, -1.928], [2.615, -5.366, -0.708], [3.373, -3.955, 0.046], [3.234, -4.048, -1.719], [3.537, 0.285, -4.107], [1.941, 0.945, -4.496], [2.966, 0.285, -5.787], [3.902, -2.232, -4.156], [3.379, -2.253, -5.854], [2.579, -3.299, -4.669], [0.073, -0.593, -5.196], [0.317, -2.346, -5.184], [1.062, -1.358, -6.459], [4.105, -1.893, 0.699], [3.979, -0.125, 0.637], [5.536, -0.892, 1.009], [5.574, -3.095, -1.021], [6.914, -1.953, -0.797], [6.207, -2.189, -2.408], [4.800, 1.108, -1.378], [5.791, 0.277, -2.595], [6.443, 0.578, -0.973], [-2.297, -1.739, -2.189], [-2.359, -1.316, -0.800], [-1.144, -0.554, -0.307], [-1.066, 1.511, -3.127], [-1.469, 2.407, -2.003], [-1.089, 2.214, -0.850], [-2.345, 3.578, -2.230], [-2.938, 4.197, -1.129], [-3.751, 5.302, -1.316], [-3.963, 5.794, -2.599], [-3.375, 5.179, -3.698], [-2.573, 4.064, -3.515], [-0.665, 0.569, -2.762], [-0.277, 2.014, -3.696], [-1.909, 1.331, -3.794], [-2.766, 3.797, -0.138], [-4.214, 5.780, -0.463], [-4.591, 6.664, -2.744], [-3.542, 5.567, -4.694], [-2.116, 3.585, -4.372], [-1.325, 5.687, 3.848], [-0.503, 5.023, 3.382], [0.490, 4.282, 2.913], [0.526, 3.318, 2.140], [0.666, 2.377, 1.433], [-1.919, -1.962, 2.676], [-2.498, -0.148, 3.184], [-2.187, 1.378, 1.852], [-1.713, 0.356, 4.741], [-0.550, 1.119, 4.732], [0.069, 1.470, 5.924], [-0.472, 1.055, 7.133], [-1.627, 0.283, 7.147], [-2.247, -0.067, 5.956], [-4.275, -0.065, 3.555], [-4.832, 1.155, 3.944], [-6.186, 1.244, 4.224], [-6.993, 0.116, 4.113], [-6.444, -1.096, 3.723], [-5.083, -1.188, 3.444], [-0.138, 1.451, 3.788], [0.962, 2.083, 5.909], [0.001, 1.338, 8.065], [-2.051, -0.039, 8.090], [-3.148, -0.667, 5.971], [-4.203, 2.036, 4.028], [-6.614, 2.191, 4.526], [-8.051, 0.186, 4.331], [-7.073, -1.973, 3.634], [-4.638, -2.129, 3.144], [1.490, -1.171, 2.461], [0.898, -0.488, 1.747], [1.563, -1.858, 3.187]]
}

=====

# 2
{
  "formula": "C35H46N2O2PtSSe",
  "method": "ωB97M-V/def2-TZVPD",
  "lumo_ev": [-1.40, -1.38],
  "energy_ev": -123544.40897,
  "homo_ev": [-7.26, -7.28],
  "orbital_gap_ev": [5.86, 5.90],
  "elements": ["Pt", "C", "C", "C", "C", "C", "C", "C", "Se", "C", "C", "C", "C", "C", "C", "O", "C", "C", "C", "C", "C", "C", "C", "C", "C", "O", "C", "C", "C", "C", "C", "C", "H", "H", "H", "H", "H", "H", "H", "H", "H", "H", "H", "H", "H", "H", "H", "H", "H", "H", "H", "H", "H", "H", "H", "H", "H", "H", "H", "H", "H", "H", "H", "H", "H", "H", "H", "H", "H", "H", "H", "H", "N", "C", "N", "C", "C", "C", "C", "C", "C", "S", "H", "H", "H", "H", "H", "H"],
  "xyz": [[0.363, 0.464, 2.406], [2.776, -3.623, -3.795], [1.572, -3.661, -2.851], [0.315, -3.278, -3.648], [1.424, -5.093, -2.312], [1.715, -2.702, -1.681], [0.677, -2.597, -0.767], [0.777, -1.763, 0.321], [-0.840, -1.598, 1.412], [-1.787, -0.264, 0.337], [-2.464, -0.772, -0.755], [-3.080, 0.077, -1.655], [-2.931, 1.450, -1.441], [-2.272, 1.993, -0.357], [-1.722, 1.118, 0.629], [-1.206, 1.592, 1.727], [-2.080, 3.495, -0.174], [-2.746, 4.313, -1.284], [-0.573, 3.808, -0.183], [-2.689, 3.929, 1.168], [-3.860, -0.427, -2.855], [-3.159, 0.056, -4.132], [-5.292, 0.122, -2.791], [-3.936, -1.957, -2.900], [1.950, -1.016, 0.622], [2.104, -0.394, 1.752], [2.964, -1.033, -0.377], [2.817, -1.881, -1.466], [4.224, -0.166, -0.311], [4.295, 0.706, -1.577], [4.291, 0.793, 0.883], [5.443, -1.097, -0.217], [2.619, -4.322, -4.614], [2.902, -2.631, -4.223], [3.688, -3.914, -3.276], [0.198, -3.931, -4.511], [-0.578, -3.363, -3.033], [0.396, -2.251, -4.000], [1.329, -5.797, -3.137], [2.298, -5.368, -1.725], [0.543, -5.187, -1.680], [-0.226, -3.181, -0.869], [-2.507, -1.845, -0.854], [-3.347, 2.113, -2.183], [-2.317, 4.082, -2.257], [-3.819, 4.133, -1.308], [-2.588, 5.373, -1.096], [-0.126, 3.504, -1.128], [-0.413, 4.878, -0.059], [-0.064, 3.290, 0.628], [-3.744, 3.668, 1.200], [-2.185, 3.428, 1.989], [-2.590, 5.004, 1.302], [-3.115, 1.141, -4.174], [-2.143, -0.333, -4.165], [-3.693, -0.298, -5.011], [-5.303, 1.208, -2.798], [-5.867, -0.231, -3.644], [-5.781, -0.220, -1.880], [-2.941, -2.391, -2.981], [-4.434, -2.349, -2.015], [-4.507, -2.264, -3.774], [3.606, -1.897, -2.198], [3.429, 1.364, -1.618], [5.189, 1.328, -1.554], [4.322, 0.116, -2.489], [3.455, 1.491, 0.875], [4.279, 0.253, 1.825], [5.216, 1.367, 0.825], [5.508, -1.765, -1.071], [6.363, -0.518, -0.164], [5.364, -1.700, 0.685], [-0.466, -2.195, 5.053], [-0.194, -0.979, 5.540], [0.037, 0.047, 4.797], [0.304, 1.173, 5.518], [0.572, 2.415, 4.960], [0.823, 3.476, 5.805], [0.815, 3.297, 7.186], [0.555, 2.061, 7.753], [0.289, 0.999, 6.911], [-0.088, -0.669, 7.285], [-0.566, -2.276, 4.050], [-0.753, -2.946, 5.651], [0.570, 2.497, 3.871], [1.034, 4.452, 5.397], [1.018, 4.139, 7.829], [0.562, 1.930, 8.821]]
}